1.
# C4H9NO3

An isolated molecule of C4H9NO3 in a non-equilibrium geometry (ωB97M-V with the def2-TZVPD basis set, OMol25).

Values from the calculation:
DFT total energy ... -438.28335 Ha
Energy relative to the best compared isomer or geometry (same formula, charge and spin) ... 1.244 eV
Strongest force on any atom ... 1.90 eV/A
Lowest unoccupied orbital energy ... 0.6781 eV
Structure (SMILES) ... N[C@@H](CO)CC(=O)O

Element x y z (Å)
C (0.828, 1.417, 0.004)
O (1.859, 0.833, 0.784)
C (-0.047, 0.500, -0.809)
C (-0.674, -0.750, -0.032)
C (0.194, -1.651, 0.767)
O (-0.554, -2.318, 1.684)
O (1.377, -1.858, 0.686)
N (-1.099, 1.277, -1.389)
H (0.263, 2.093, 0.670)
H (1.292, 2.176, -0.639)
H (1.892, -0.128, 0.704)
H (0.521, -0.030, -1.572)
H (-1.082, -1.308, -0.838)
H (-1.541, -0.404, 0.516)
H (-0.004, -2.597, 2.426)
H (-1.676, 1.778, -0.736)
H (-1.547, 0.969, -2.224)

Forces on the atoms, in the same order (eV/Å):
C 0.8809 1.1237 0.5909
O -0.1147 0.1769 0.0513
C -0.4372 -1.6463 0.6925
C 0.3393 1.8293 -0.3897
C -0.3817 -0.7983 0.9813
O -0.4113 0.5195 0.0583
O 0.1883 0.2846 -0.3002
N 0.5493 0.5984 -0.0576
H -0.4837 -0.6378 0.0649
H 0.0122 -0.4430 -0.4680
H -0.0222 0.0499 -0.2665
H 0.3424 0.6455 -0.3738
H -0.4351 -0.9040 -0.6848
H 0.0357 -0.0734 0.5291
H 0.3369 -0.3524 -0.2285
H -0.1758 -0.1132 -0.0616
H -0.2235 -0.2593 -0.1376

2.
# C32H73N5PtSSbSi2

A structure of composition C32H73N5PtSSbSi2 (ωB97M-V with the def2-TZVPD basis set, OMol25).

Values from the calculation:
DFT total energy ... -2872.71647 Ha
Spin multiplicity ... 5
Energy relative to the best compared isomer or geometry (same formula, charge and spin) ... 1.227 eV
Strongest force on any atom ... 0.30 eV/A
Lowest unoccupied orbital energy (spin up / spin down) ... -6.4181 / -8.8925 eV
Expectation value of S² ... 6.014
Total charge ... +3

Element x y z (Å)
Pt (-1.255, -0.526, -0.952)
C (-3.580, -2.039, 0.325)
C (-3.036, -2.934, -0.774)
N (-1.585, -2.721, -0.991)
C (-0.647, -3.395, -0.071)
C (-0.562, -2.775, 1.318)
S (-0.356, -0.949, 1.341)
C (-1.837, -0.413, 2.273)
C (-2.982, 0.108, 1.406)
N (-3.106, -0.643, 0.137)
H (-4.670, -2.074, 0.324)
H (-3.260, -2.379, 1.306)
H (-3.247, -3.983, -0.548)
H (-3.524, -2.687, -1.718)
H (-1.378, -3.029, -1.938)
H (-0.925, -4.447, 0.046)
H (0.333, -3.369, -0.546)
H (-1.435, -3.012, 1.920)
H (0.299, -3.192, 1.838)
H (-2.138, -1.255, 2.895)
H (-1.504, 0.371, 2.952)
H (-3.911, 0.050, 1.980)
H (-2.820, 1.153, 1.145)
H (-3.775, -0.146, -0.450)
C (-0.623, 3.269, -4.576)
C (-0.894, 3.388, -3.093)
N (-0.642, 2.092, -2.464)
C (0.154, 1.118, -2.958)
N (0.234, -0.033, -2.269)
C (1.283, -0.975, -2.666)
C (1.400, -1.047, -4.177)
C (1.685, 0.336, -4.718)
N (0.814, 1.339, -4.097)
C (0.744, 2.645, -4.770)
H (-0.654, 4.253, -5.041)
H (-1.385, 2.648, -5.050)
H (-1.930, 3.665, -2.901)
H (-0.250, 4.148, -2.645)
H (-0.888, 1.992, -1.492)
H (1.035, -1.953, -2.256)
H (2.240, -0.675, -2.224)
H (0.469, -1.425, -4.600)
H (2.199, -1.727, -4.471)
H (1.511, 0.369, -5.794)
H (2.726, 0.621, -4.544)
H (0.941, 2.467, -5.826)
H (1.535, 3.298, -4.392)
C (6.394, 1.264, 5.822)
C (5.356, 0.489, 5.013)
C (5.292, -0.969, 5.461)
C (3.985, 1.148, 5.135)
Sb (5.913, 0.469, 2.888)
C (7.810, -0.610, 2.533)
C (8.725, -0.398, 3.734)
C (7.427, -2.081, 2.388)
C (8.465, -0.093, 1.260)
C (5.634, 2.441, 1.951)
C (6.196, 3.503, 2.893)
C (6.342, 2.483, 0.602)
C (4.130, 2.622, 1.755)
H (6.059, 1.278, 6.864)
H (6.495, 2.301, 5.503)
H (7.376, 0.796, 5.806)
H (5.002, -0.994, 6.515)
H (6.255, -1.473, 5.381)
H (4.550, -1.542, 4.901)
H (3.670, 1.088, 6.180)
H (3.226, 0.644, 4.532)
H (4.008, 2.205, 4.867)
H (8.320, -0.826, 4.650)
H (8.966, 0.652, 3.902)
H (9.666, -0.917, 3.527)
H (6.924, -2.473, 3.273)
H (8.344, -2.660, 2.250)
H (6.793, -2.256, 1.517)
H (8.825, 0.929, 1.367)
H (7.809, -0.154, 0.390)
H (9.336, -0.722, 1.057)
H (7.263, 3.371, 3.083)
H (5.669, 3.536, 3.846)
H (6.072, 4.481, 2.419)
H (7.424, 2.437, 0.696)
H (6.100, 3.438, 0.126)
H (6.013, 1.688, -0.069)
H (3.574, 2.577, 2.692)
H (3.721, 1.878, 1.069)
H (3.959, 3.610, 1.319)
C (-4.604, 2.724, -4.531)
Si (-4.888, 1.292, -3.354)
C (-4.805, 1.909, -1.571)
C (-6.552, 0.507, -3.655)
C (-3.499, 0.057, -3.561)
Si (-3.093, -1.038, -5.016)
C (-1.933, -0.109, -6.162)
C (-4.635, -1.547, -5.919)
C (-2.168, -2.556, -4.378)
H (-5.554, 3.212, -4.763)
H (-4.171, 2.391, -5.476)
H (-3.946, 3.485, -4.106)
H (-5.384, 2.826, -1.446)
H (-3.776, 2.135, -1.266)
H (-5.242, 1.188, -0.870)
H (-7.344, 1.181, -3.320)
H (-6.669, -0.436, -3.117)
H (-6.719, 0.309, -4.714)
H (-2.749, 0.120, -2.756)
H (-2.446, 0.721, -6.653)
H (-1.563, -0.774, -6.946)
H (-1.073, 0.296, -5.624)
H (-5.129, -0.687, -6.376)
H (-5.356, -2.036, -5.262)
H (-4.392, -2.244, -6.724)
H (-1.346, -2.233, -3.730)
H (-1.731, -3.123, -5.202)
H (-2.828, -3.239, -3.836)

Forces on the atoms, in the same order (eV/Å):
Pt 0.0402 0.1340 0.0585
C 0.0044 -0.0071 -0.0018
C -0.0025 0.0085 0.0022
N -0.0254 -0.0048 -0.0116
C -0.0304 -0.0011 0.0105
C -0.0174 0.0043 0.0759
S -0.1859 -0.0629 -0.2305
C 0.0164 -0.0403 0.0527
C -0.0092 -0.0241 0.0073
N 0.0006 0.0040 0.0036
H 0.0002 0.0031 -0.0051
H -0.0068 -0.0014 0.0022
H 0.0036 -0.0013 0.0002
H -0.0031 -0.0031 0.0011
H 0.0047 -0.0058 0.0047
H 0.0111 -0.0032 -0.0057
H 0.0003 0.0147 0.0004
H 0.0183 0.0035 0.0270
H 0.0147 -0.0096 -0.0299
H 0.0147 0.0008 0.0085
H -0.0107 0.0159 -0.0123
H -0.0006 0.0111 0.0005
H 0.0096 -0.0033 -0.0065
H 0.0015 0.0029 0.0023
C 0.0026 -0.0014 0.0013
C -0.0027 0.0000 -0.0060
N -0.0023 -0.0007 0.0077
C 0.0071 0.0083 0.0028
N -0.0265 -0.0182 -0.0282
C 0.0137 0.0044 0.0078
C -0.0074 0.0044 -0.0027
C 0.0074 0.0010 0.0040
N -0.0216 -0.0115 -0.0127
C 0.0022 0.0021 0.0010
H 0.0015 -0.0002 -0.0014
H 0.0008 0.0022 0.0006
H -0.0016 -0.0028 -0.0026
H -0.0045 0.0023 0.0025
H 0.0131 0.0053 0.0051
H -0.0036 0.0001 -0.0030
H 0.0026 -0.0028 0.0024
H 0.0015 -0.0043 0.0009
H 0.0030 0.0026 0.0007
H 0.0015 0.0023 -0.0017
H 0.0009 -0.0014 0.0036
H -0.0007 0.0006 -0.0008
H 0.0004 -0.0014 0.0005
C 0.0017 0.0034 0.0037
C 0.0094 -0.0135 -0.0115
C 0.0019 0.0011 0.0097
C -0.0035 -0.0046 0.0050
Sb 0.1550 0.0434 0.0604
C -0.0016 -0.0049 0.0199
C 0.0062 0.0029 -0.0029
C -0.0060 -0.0021 0.0039
C -0.0022 -0.0030 -0.0057
C 0.0082 0.0230 0.0273
C 0.0095 -0.0086 -0.0023
C 0.0019 -0.0043 -0.0024
C 0.0053 -0.0040 0.0104
H 0.0023 -0.0016 0.0012
H -0.0025 0.0018 -0.0005
H -0.0014 0.0017 -0.0024
H -0.0017 0.0004 -0.0002
H 0.0002 0.0009 0.0006
H 0.0005 -0.0002 -0.0002
H -0.0016 -0.0007 -0.0004
H -0.0001 0.0011 -0.0030
H 0.0003 0.0010 0.0011
H 0.0018 -0.0009 -0.0009
H 0.0001 0.0003 0.0000
H 0.0004 -0.0006 0.0002
H -0.0007 0.0007 -0.0004
H 0.0010 0.0003 -0.0003
H 0.0012 -0.0009 -0.0012
H 0.0011 -0.0009 0.0006
H 0.0001 0.0014 0.0003
H 0.0006 -0.0009 -0.0016
H -0.0004 -0.0013 0.0037
H -0.0054 0.0051 -0.0016
H 0.0032 -0.0002 -0.0013
H 0.0002 0.0030 -0.0004
H -0.0038 -0.0014 -0.0024
H 0.0003 -0.0035 0.0001
H -0.0005 0.0009 0.0011
H -0.0042 0.0008 -0.0031
H 0.0008 -0.0001 -0.0025
C -0.0112 0.0080 0.0077
Si -0.0080 -0.0174 0.0063
C -0.0153 0.0017 0.0087
C 0.0105 -0.0093 -0.0105
C -0.0864 0.0295 0.0695
Si 0.0007 -0.0021 0.0033
C 0.0032 0.0016 0.0060
C 0.0100 -0.0039 -0.0080
C -0.0051 -0.0017 0.0036
H 0.0038 0.0183 0.0215
H -0.0252 -0.0042 -0.0107
H 0.0237 -0.0142 -0.0127
H 0.0052 0.0036 -0.0010
H 0.0011 -0.0040 -0.0010
H -0.0065 0.0003 -0.0030
H -0.0003 0.0043 -0.0076
H -0.0059 0.0054 0.0071
H 0.0046 -0.0106 0.0004
H 0.0800 -0.0648 -0.1109
H 0.0029 0.0066 0.0069
H -0.0067 0.0033 -0.0073
H 0.0085 -0.0115 -0.0039
H -0.0015 0.0005 0.0007
H 0.0006 -0.0018 -0.0003
H -0.0002 0.0027 -0.0028
H 0.0082 -0.0015 -0.0107
H -0.0065 -0.0051 0.0018
H 0.0025 0.0059 0.0089

3.
# C28H28AuN5O4STe

A structure of composition C28H28AuN5O4STe in a non-equilibrium geometry (ωB97M-V with the def2-TZVPD basis set, OMol25).

Values from the calculation:
DFT total energy ... -2460.26437 Ha
Spin multiplicity ... 3
Energy relative to the best compared isomer or geometry (same formula, charge and spin) ... 0.604 eV
Strongest force on any atom ... 4.33 eV/A
Lowest unoccupied orbital energy (spin up / spin down) ... -1.1934 / -1.1941 eV
Expectation value of S² ... 2.022

Element x y z (Å)
Au (-0.767, -0.030, 1.977)
C (5.843, -0.120, -2.762)
C (4.852, 0.063, -1.636)
C (4.835, -0.943, -0.617)
C (4.111, -0.794, 0.573)
C (3.353, 0.401, 0.725)
C (3.348, 1.377, -0.273)
C (4.094, 1.207, -1.423)
S (2.465, 0.855, 2.225)
O (1.690, 2.093, 1.925)
O (3.408, 0.846, 3.299)
N (1.210, -0.337, 2.580)
C (1.567, -1.536, 3.160)
C (2.851, -1.942, 3.637)
C (3.092, -3.301, 3.894)
C (2.066, -4.206, 3.798)
C (0.710, -3.805, 3.527)
C (-0.447, -4.617, 3.586)
C (-1.643, -4.103, 3.150)
C (-1.712, -2.823, 2.654)
N (-0.684, -2.009, 2.583)
C (0.502, -2.478, 3.089)
H (6.391, -1.031, -2.555)
H (6.551, 0.714, -2.781)
H (5.299, -0.181, -3.708)
H (5.407, -1.863, -0.838)
H (4.040, -1.606, 1.253)
H (2.742, 2.266, -0.110)
H (4.188, 2.042, -2.132)
H (3.567, -1.121, 3.803)
H (4.071, -3.682, 4.090)
H (2.193, -5.247, 4.049)
H (-0.440, -5.621, 4.035)
H (-2.549, -4.707, 3.150)
H (-2.655, -2.464, 2.218)
Te (-0.569, 2.630, 1.754)
O (-2.716, 2.866, 1.846)
C (-3.267, 1.742, 1.463)
N (-2.600, 0.566, 1.277)
C (-3.374, -0.357, 0.471)
O (-3.006, -1.454, 0.095)
C (-4.661, 0.362, 0.199)
C (-5.699, 0.081, -0.617)
C (-6.651, 1.069, -0.875)
C (-6.520, 2.337, -0.285)
C (-5.444, 2.634, 0.528)
C (-4.492, 1.651, 0.760)
H (-5.818, -0.874, -1.016)
H (-7.434, 0.872, -1.579)
H (-7.253, 3.115, -0.428)
H (-5.313, 3.573, 1.022)
N (-0.674, 1.520, -4.569)
C (-0.658, 2.877, -3.925)
C (-1.027, 2.824, -2.444)
N (-0.333, 1.741, -1.733)
C (-0.246, 0.421, -2.349)
C (0.159, 0.492, -3.829)
H (-0.306, 1.575, -5.546)
H (-1.654, 1.215, -4.787)
H (-1.354, 3.644, -4.423)
H (0.354, 3.311, -4.068)
H (-2.115, 2.751, -2.351)
H (-0.840, 3.808, -1.973)
H (-0.645, 1.727, -0.719)
H (-1.154, -0.179, -2.125)
H (0.524, -0.157, -1.764)
H (0.046, -0.480, -4.299)
H (1.190, 0.801, -3.859)

Forces on the atoms, in the same order (eV/Å):
Au -0.2049 2.3128 -0.4951
C -0.7114 0.3695 0.2799
C 0.4483 -0.8180 1.7024
C -0.2947 0.3723 -0.5536
C -0.5630 1.3011 -1.4839
C 0.2249 -0.1511 -0.3133
C -0.4727 -0.2311 0.6476
C 0.6494 0.3346 -0.7751
S -3.7038 -1.4190 0.6818
O 2.6872 -1.8471 0.1872
O 0.4878 0.7113 -0.0165
N 3.5267 2.4647 -0.5205
C 1.6071 -0.2348 -0.5648
C -1.2518 1.2190 -0.2677
C -1.1007 -0.0024 -0.5237
C -1.2284 -0.2506 0.6011
C 0.6771 0.3402 -0.3045
C -0.1800 -0.3780 0.3053
C 0.1030 -1.4148 0.5497
C -0.9176 1.1541 -1.1924
N 0.0665 -2.8606 1.3373
C 0.1372 -0.0380 0.1030
H 0.1476 -0.1433 -0.3761
H -0.1362 -0.0902 -0.1601
H 0.3699 -0.0474 -0.0992
H -0.3930 0.5448 0.4788
H 0.1125 -0.3538 0.7563
H 0.2197 -0.1415 -0.1077
H -0.2584 -0.4000 0.2168
H -0.1516 -1.0337 -0.2014
H 0.5272 0.0979 0.3344
H 0.2936 -0.1729 -0.0060
H 0.2942 0.4155 -0.4124
H 0.2245 0.1355 0.1285
H 0.4994 -0.0246 0.2183
Te -0.9851 1.3444 0.5594
O 0.7788 -0.7088 0.1440
C -0.0188 -0.3156 -1.3954
N -1.2939 -1.8153 -0.8675
C -1.2032 2.6182 1.0586
O 0.6360 -1.0771 -0.2021
C 3.1038 0.1325 1.1202
C -1.6662 1.2061 -0.3809
C 0.6295 -0.2038 0.1329
C 0.2323 0.3134 0.2623
C -0.2429 -0.3228 -0.0316
C -0.7423 0.2139 0.2957
H -0.0802 -1.5017 -0.8066
H -0.4601 -0.0916 -0.0797
H -0.2614 -0.0029 -0.2622
H -0.1449 0.6025 0.0345
N -0.5963 -0.1696 -1.9060
C 0.0068 2.2942 0.1000
C -0.3574 -0.9091 0.3763
N 0.2502 0.9231 0.3001
C -0.4595 -0.2831 1.3919
C -0.6660 -0.2601 1.4994
H 0.0163 0.2596 0.9848
H 0.7751 0.0331 1.0746
H 0.7786 -1.6484 0.2933
H -0.3788 -0.6704 0.1228
H -0.3231 -0.3129 -0.2168
H 0.4426 -0.5017 -0.2521
H 0.6304 -0.0786 -1.2697
H -0.0199 0.1785 -0.7938
H -0.3177 0.5529 -0.8536
H -0.1012 0.0811 -0.2248
H 0.3028 0.3996 -0.3628